# 1
Formula: C2H3I
Source: the Open Molecules 2025 dataset
Level of theory: ωB97M-V/def2-TZVPD

```
6
Properties=species:S:1:pos:R:3:forces:R:3
C 0.72104 0.93480 -0.21407 0.347 -0.772 -0.878
C 0.48966 1.91972 0.39258 -0.289 0.532 0.700
H 0.96733 0.14378 -0.85158 0.135 -0.660 -0.344
H 0.23685 2.70526 1.02383 -0.192 0.902 0.518
I -1.94974 -2.96560 0.15118 0.588 0.096 -0.261
H -0.46513 -2.73796 -0.50193 -0.589 -0.097 0.265
```
Forces are in eV/Å.

Computed properties:
* energy relative to the best compared isomer or geometry (same formula, charge and spin): 36.6 kcal per mole
* orbital gap: 10.56 eV
* SMILES: C#C.I
* E_tot: -375.6053 hartree

# 2
Formula: C5H9N2
Source: the Open Molecules 2025 dataset
Level of theory: ωB97M-V/def2-TZVPD

```
16
Properties=species:S:1:pos:R:3:forces:R:3
C 1.22072 -1.32885 0.15779 -4.607 0.823 2.050
N 0.64914 0.08905 0.31581 1.173 0.114 -0.651
N -0.70842 0.06453 0.74498 2.570 -0.467 1.280
C -1.57305 -0.34226 -0.27990 -1.754 -3.740 -1.320
C -1.62488 1.01115 0.18601 0.581 1.592 -0.154
C 1.43398 1.28481 0.58988 0.129 0.164 0.388
C 1.19802 1.12675 -0.64602 -0.081 -0.055 -1.432
H 0.45474 -1.96146 0.70450 1.098 0.519 -0.745
H 1.14962 -1.46234 -0.86188 0.312 -0.861 -2.081
H 2.13439 -1.45287 0.58747 2.647 0.035 0.986
H -2.26724 -1.02748 0.16910 -0.635 -0.325 -0.402
H -1.17490 -0.77569 -1.24500 -0.422 1.360 0.917
H -1.21830 1.71786 -0.50257 0.066 0.792 -0.115
H -2.22560 1.33899 1.00594 -0.997 0.396 -0.330
H 1.75245 1.84468 1.44274 0.252 -0.112 0.359
H 1.29584 1.31136 -1.74127 -0.332 -0.234 1.252
```
Forces are in eV/Å.

Computed properties:
* charge: +1
* energy relative to the best compared isomer or geometry (same formula, charge and spin): 168.3 kcal per mole
* orbital gap: 10.87 eV
* SMILES: C[N+]1(N2CC2)C=C1
* E_tot: -304.9618 hartree

# 3
Formula: C45H69Br14N4O5PS2
Source: the Open Molecules 2025 dataset
Level of theory: ωB97M-V/def2-TZVPD

```
140
Properties=species:S:1:pos:R:3:forces:R:3
C 5.33531 -1.36352 1.29294 1.025 -0.061 -0.289
C 4.73596 -0.34142 0.25107 -0.308 -0.039 0.485
C 3.19084 -0.09169 0.42690 -0.152 0.513 -0.136
N 2.83551 1.18810 0.69517 -1.418 -2.767 -0.361
C 1.46328 1.35231 0.81013 -1.246 0.713 0.258
C 0.96752 2.76406 1.05650 -1.390 -2.095 0.632
P 2.12987 4.22649 1.18712 -1.665 2.731 -1.486
O 2.40849 4.67254 2.78873 1.244 -2.053 -1.078
O 3.57035 3.97994 0.34545 -0.331 -0.655 1.282
C -0.47084 3.05736 1.17214 0.610 -1.206 -0.009
C -1.02792 4.51793 1.38176 1.041 0.160 -1.124
C -0.63338 5.44064 0.11191 0.013 -0.979 -0.443
C -1.89281 5.95617 -0.71008 1.155 0.899 0.977
S -2.21528 4.74832 -2.05674 0.061 -0.586 -0.557
C -1.17701 5.15358 -3.49150 0.491 2.346 -0.291
S -0.91027 6.75892 -3.84712 -0.012 -1.327 0.446
N -0.56693 4.18029 -4.36405 -1.035 0.138 0.908
C -1.51378 3.15427 -4.84186 -0.281 -1.331 -0.422
C -0.80687 1.80160 -5.31296 -1.364 -0.077 0.040
O 0.17936 1.29981 -4.39677 -0.529 0.688 -0.102
C 0.32940 2.14229 -3.24886 1.628 0.752 0.240
C 0.67073 3.58970 -3.79712 0.068 -1.352 -0.224
C -1.46217 1.91664 1.08289 2.105 -1.482 -0.938
C -3.02732 2.03597 1.19317 1.680 0.459 1.759
O -3.62002 2.76867 0.10853 -0.763 -1.442 -0.065
C -4.64650 2.06966 -0.51775 -2.027 -1.303 -2.174
C -5.74757 1.37575 0.15229 0.140 0.058 -2.210
C -6.78142 0.71397 -0.67720 0.872 0.722 -0.829
C -6.77172 0.71706 -2.13724 2.210 1.230 0.843
C -5.64487 1.38199 -2.81043 -0.051 0.113 2.579
C -4.62924 2.03204 -1.99517 -0.956 -0.423 0.566
C -0.95800 0.58408 0.84960 0.706 1.361 0.068
C 0.51452 0.23776 0.70166 -2.032 1.288 0.177
N 0.84811 -1.09370 0.43593 3.399 2.576 0.365
C 2.20341 -1.20202 0.28178 0.121 -0.711 0.302
C 2.75525 -2.64740 -0.09293 -1.386 0.686 -1.255
C 1.81531 -3.13188 -1.29796 -0.595 -0.156 0.596
N 1.55223 -2.03190 -2.26318 0.392 -1.723 0.047
C 2.33645 -2.15224 -3.52184 -0.922 1.888 -1.175
C 2.83650 -0.67470 -3.89110 -0.597 -0.222 0.886
C 0.13379 -1.83114 -2.51877 -0.500 1.258 -0.147
C -0.84154 -2.89834 -3.12920 0.008 0.567 -0.276
O -0.32602 -0.73548 -2.27624 0.212 -1.021 -0.183
H 5.09297 -1.13701 2.36257 -0.056 -0.042 -1.005
H 6.46228 -1.28302 1.20707 -1.157 -0.130 0.147
H 5.09577 -2.43888 1.08663 0.020 1.055 0.236
H 4.99008 -0.66598 -0.80182 -0.451 0.176 1.058
H 5.27938 0.63399 0.40506 -0.895 -0.821 -0.149
H 2.99651 4.04974 3.26462 -0.329 0.149 0.102
H 3.40432 3.76671 -0.59020 -0.167 0.048 0.605
H -2.14449 4.56240 1.43846 1.373 -0.447 0.311
H -0.54174 4.97166 2.28165 -0.722 -0.450 -0.575
H -0.07792 4.74396 -0.58150 -0.389 1.003 0.654
H 0.09746 6.24300 0.38416 -0.957 -0.564 -0.138
H -1.68179 6.99840 -1.07154 -0.341 -1.140 -0.122
H -2.78111 6.03483 -0.01696 0.644 -0.391 -1.141
H -2.24679 2.85574 -4.04151 0.610 0.308 -0.571
H -2.12084 3.51206 -5.72493 0.686 -0.083 0.963
H -0.43483 1.85994 -6.37906 0.132 0.163 1.297
H -1.63742 1.02796 -5.33957 0.746 0.843 -0.062
H 1.24483 1.77197 -2.69983 -1.077 0.173 -0.497
H -0.53667 2.11363 -2.53524 0.608 0.042 -0.703
H 1.18676 4.24856 -3.05402 -0.774 -0.399 -0.603
H 1.36500 3.41933 -4.67542 -0.514 0.242 1.070
H -3.22631 2.60627 2.15053 -0.002 -0.657 -0.965
H -3.42220 0.99812 1.32928 0.151 0.938 -0.446
H -5.80852 1.34709 1.26424 -0.029 0.008 -1.076
H -7.64605 0.20254 -0.18234 1.044 0.572 -0.319
H -7.55385 0.25092 -2.78002 0.617 0.326 0.978
H -5.53302 1.41055 -3.92467 -0.243 -0.067 1.258
H -3.79798 2.55966 -2.51240 -0.710 -0.514 0.602
H -1.72211 -0.23998 0.75040 1.262 0.989 0.041
H 2.67220 -3.35711 0.77918 0.292 0.849 -1.061
H 3.79004 -2.61971 -0.51285 -0.815 0.159 0.662
H 2.25246 -3.99731 -1.86521 -0.350 0.470 0.848
H 0.81633 -3.42264 -0.85429 1.099 0.024 -0.398
H 3.17453 -2.89188 -3.47526 -0.836 0.550 0.167
H 1.59544 -2.43243 -4.33696 1.098 -0.144 0.608
H 2.73553 -0.43809 -4.97947 0.499 -0.292 0.895
H 2.14297 0.02467 -3.33861 0.697 -0.803 -0.747
H 3.86058 -0.50952 -3.46610 -1.071 0.008 -0.764
H -1.44950 -3.31905 -2.28718 0.674 0.037 -0.768
H -0.35686 -3.66407 -3.78486 -0.323 0.408 0.926
H -1.56721 -2.32257 -3.77523 0.822 -0.538 0.761
Br -1.99151 -3.80893 4.53834 -0.018 -0.056 -0.195
C -1.64337 -4.35345 2.69490 -0.093 -0.115 0.196
C -1.42030 -3.17891 1.78334 0.090 -0.033 -0.082
Br -3.07300 -2.28856 1.31798 -0.476 -0.134 0.016
H -2.47991 -4.98415 2.39808 0.021 0.138 -0.046
H -0.73919 -4.95487 2.74641 -0.115 0.050 -0.026
H -1.00292 -3.51213 0.83328 0.076 0.024 0.104
H -0.77181 -2.41899 2.21328 0.010 -0.122 -0.060
Br 6.09945 -1.66150 -3.60726 0.426 -0.229 -0.081
C 7.49008 -0.57450 -4.43190 0.048 -0.044 0.307
C 6.97316 0.79559 -4.78813 0.041 0.096 -0.303
Br 5.87571 0.74232 -6.39651 -0.037 0.011 0.116
H 7.86067 -1.13101 -5.28992 -0.084 0.109 0.023
H 8.27788 -0.50413 -3.68207 -0.052 0.053 -0.051
H 7.79828 1.46535 -5.02949 -0.008 -0.089 0.048
H 6.36549 1.24247 -4.00405 0.058 -0.117 -0.022
Br 4.79459 -5.71906 1.64434 -0.007 0.050 0.074
C 3.49392 -6.41394 2.91929 0.146 -0.123 -0.213
C 2.09362 -5.99510 2.55484 -0.141 0.216 0.286
Br 1.76786 -4.13369 3.03478 0.197 0.020 0.170
H 3.80138 -6.07184 3.90518 -0.105 0.033 -0.090
H 3.59593 -7.49687 2.86678 -0.061 0.079 0.010
H 1.36122 -6.56509 3.12287 0.085 0.068 -0.011
H 1.87722 -6.09293 1.49237 0.099 -0.025 0.066
Br 4.38717 2.54526 5.64275 0.047 0.031 -0.003
C 4.56332 4.12612 6.76843 -0.277 -0.089 -0.060
C 4.89428 5.34873 5.95088 0.243 0.153 0.102
Br 6.76819 5.35876 5.41871 -0.092 -0.020 -0.058
H 5.31403 3.89644 7.52142 -0.008 0.074 -0.119
H 3.59293 4.23964 7.25140 0.056 0.047 -0.056
H 4.76307 6.25318 6.54439 -0.034 -0.094 0.002
H 4.30517 5.42921 5.03948 0.012 -0.056 0.097
Br 1.29369 -9.22432 2.58274 -0.065 -0.286 0.044
C -0.01120 -9.91573 3.85580 0.047 -0.203 -0.169
C -1.40864 -9.49033 3.48272 -0.172 0.146 0.210
Br -1.73157 -7.62824 3.95740 0.044 -0.063 -0.056
H 0.29406 -9.57511 4.84280 -0.093 0.038 -0.097
H 0.08760 -10.99976 3.80408 -0.045 0.070 -0.023
H -2.14736 -10.05879 4.04735 0.106 -0.011 -0.010
H -1.61698 -9.58837 2.41952 0.101 -0.022 0.083
Br -5.58309 -6.85216 1.71493 -0.052 0.026 0.018
C -6.63301 -6.01635 0.30069 0.216 -0.191 -0.054
C -6.24566 -4.57243 0.11415 -0.217 0.227 -0.027
Br -6.99655 -3.44898 1.51596 0.108 -0.022 -0.021
H -7.68065 -6.15014 0.56121 0.095 0.095 0.002
H -6.40943 -6.59221 -0.59725 0.000 0.086 0.029
H -6.65976 -4.18050 -0.81479 0.014 -0.089 0.036
H -5.16905 -4.41217 0.12273 -0.077 -0.062 0.043
Br -3.14303 8.32109 2.95457 -0.025 -0.059 -0.124
C -4.98167 7.75723 2.64293 0.092 0.220 0.214
C -5.23331 6.38031 3.20072 -0.159 -0.202 -0.156
Br -4.47295 5.00542 2.04943 -0.529 0.203 0.188
H -5.15681 7.82473 1.57124 0.005 -0.098 0.093
H -5.59685 8.49684 3.15502 0.010 -0.089 -0.009
H -6.30193 6.16773 3.23065 0.054 0.075 -0.020
H -4.81085 6.23399 4.19245 0.006 0.110 -0.093
```
Forces are in eV/Å.

Computed properties:
* orbital gap: 7.06 eV
* SMILES: CCc1nc2c(P(O)O)c(CCCSC(=S)N3CCOCC3)c(COc3ccccc3)cc2nc1CCN(CC)C(C)=O.BrCCBr.BrCCBr.BrCCBr.BrCCBr.BrCCBr.BrCCBr.BrCCBr
* E_tot: -39525.0453 hartree